A cluster of 2 separate species, C3H9NO2 in total in a non-equilibrium geometry. Source: OMol25; level of theory: ωB97M-V with the def2-TZVPD basis set.

Cartesian coordinates (Å):
C  -1.41623  1.16143  -1.90317
C  -1.13194  1.33920  -0.48775
N  -1.54297  0.28259  0.29639
O  -0.85374  2.37556  0.11489
H  -2.31652  0.52606  -1.96696
H  -0.70858  0.51866  -2.45031
H  -1.67262  2.01898  -2.51262
H  -1.51793  0.33557  1.28392
H  -1.33262  -0.65689  0.11258
C  2.24483  -1.65970  1.15320
O  1.23818  -0.71829  1.51555
H  3.12438  -1.49122  1.81974
H  1.83265  -2.74132  1.33462
H  2.56399  -1.52743  0.08877
H  1.48912  0.23680  1.60116

## Properties
- ΔE to the lowest compared entry with this formula, charge and spin (kcal per mole) = 37.5
- maximum force (eV Å⁻¹) = 3.74
- electronic energy (eV) = -8841.3302
- HOMO-LUMO gap (eV) = 10.37
- 2S+1 = 1
- charge = 0
- E_HOMO (eV) = -9.618